*one*
Below is a cluster of 2 separate species, C2H8NOS in total, with properties calculated with ωB97M-V with the def2-TZVPD basis set.

Values from the calculation:
- molecular weight (g mol⁻¹) = 94.2
- HOMO-LUMO gap (alpha / beta) (Eh) = 0.35847 / 0.23192

```
! wB97M-V def2-TZVPD RIJCOSX def2/J DEFGRID3
* xyz 0 2
C 0.36257 -0.46611 2.21904
S 1.32008 -0.31693 0.57012
H 1.00130 -1.11887 2.90811
H -0.71936 -0.91917 2.02871
H 0.29333 0.46992 2.78740
N -1.17317 -0.82868 -1.36347
C -1.42941 0.60530 -1.07083
O -0.24120 1.44034 -1.10533
H -0.77765 -1.19825 -0.48495
H -0.77800 -1.04725 -2.20875
H -1.90753 0.67209 -0.08518
H -2.16551 0.93382 -1.75808
H 0.47498 0.72151 -0.81154
*
```

***

*two*
Below is a cluster of 2 separate species, C2H8NOS in total, with properties calculated with ωB97M-V with the def2-TZVPD basis set.

Values from the calculation:
- molecular weight (g mol⁻¹) = 94.2
- HOMO-LUMO gap (alpha / beta) (Eh) = 0.38387 / 0.25958

```
! wB97M-V def2-TZVPD RIJCOSX def2/J DEFGRID3
* xyz 0 2
C -1.62984 0.99746 0.95221
C -0.03889 1.06732 0.97084
S 1.16363 0.16997 -0.11531
N -1.94633 1.39919 -0.44630
H -1.90509 1.69562 1.74187
H -1.97657 -0.03530 0.95726
H 0.53316 0.87091 1.94130
H 0.05161 2.11861 0.65776
H -2.92725 1.60094 -0.56611
H -1.30373 2.04815 -0.88254
H 0.76843 -2.50825 -1.25064
H 1.81765 -2.85971 -0.52038
O 1.17136 -3.37547 -1.03995
*
```

***

Of them, *one* has the lowest stability.

***

*one*
Below is a structure of composition C3H3IO, with properties calculated with ωB97M-V with the def2-TZVPD basis set.

Values from the calculation:
- molecular weight (g mol⁻¹) = 182.0
- HOMO-LUMO gap (alpha / beta) (Eh) = 0.29522 / 0.32153

```
! wB97M-V def2-TZVPD RIJCOSX def2/J DEFGRID3
* xyz 0 1
C 0.21919 0.69460 0.56014
C -0.87276 -0.01055 0.86328
C 0.46492 -0.39471 -0.47061
O -0.60066 -1.13114 0.03460
I 2.14199 -1.45315 -0.96823
H 0.79661 1.58737 0.64230
H -1.79939 0.08521 1.52336
H -0.34992 0.62237 -2.18484
*
```

***

*two*
Below is a cluster of 2 separate species, C3H3IO in total, with properties calculated with ωB97M-V with the def2-TZVPD basis set.

Values from the calculation:
- molecular weight (g mol⁻¹) = 182.0
- HOMO-LUMO gap (Eh) = 0.33660
- SMILES = C#CC=O.I

```
! wB97M-V def2-TZVPD RIJCOSX def2/J DEFGRID3
* xyz 0 1
C -0.68717 -1.18306 -0.94290
C 0.41251 -1.35031 -0.48261
C 1.73306 -1.36872 -0.02950
O 2.63465 -0.59509 -0.22322
H -1.64430 -1.24493 -1.41114
H 1.82389 -2.33689 0.51089
I 0.53605 2.12584 -0.62045
H 2.09280 2.13329 -0.35376
*
```

***

Of them, *one* has the lowest stability.

***

*one*
Below is the ion C5H12N5 with charge +1, with properties calculated with ωB97M-V with the def2-TZVPD basis set.

Values from the calculation:
- molecular weight (g mol⁻¹) = 142.2
- HOMO-LUMO gap (Eh) = 0.44158
- SMILES = Cn1nnn[n+]1C(C)(C)C

```
! wB97M-V def2-TZVPD RIJCOSX def2/J DEFGRID3
* xyz 1 1
C -2.14872 -0.33529 -2.20215
N -2.18802 -0.08819 -0.72947
N -3.29184 -0.30856 -0.16290
N -3.23338 -0.06995 1.08488
N -2.05931 0.48644 1.25976
N -1.39834 0.39819 0.21554
C 0.15421 0.66384 0.16513
C 0.43224 0.79026 -1.30497
C 0.73475 -0.59385 0.86291
C 0.39355 1.87624 1.00065
H -1.49106 0.45865 -2.65667
H -1.60586 -1.28802 -2.34165
H -3.13470 -0.45244 -2.59794
H -0.13818 1.54152 -1.86412
H 1.35603 1.41793 -1.28828
H 0.38796 -0.22089 -1.80007
H -0.05879 -0.87773 1.58780
H 0.82199 -1.33764 0.01958
H 1.66862 -0.32791 1.42489
H 0.00163 1.79434 2.00985
H 1.47589 1.96568 0.91118
H 0.03786 2.85992 0.55202
*
```

***

*two*
Below is the ion C5H12N5 with charge +1, with properties calculated with ωB97M-V with the def2-TZVPD basis set.

Values from the calculation:
- molecular weight (g mol⁻¹) = 142.2
- HOMO-LUMO gap (Eh) = 0.26026
- SMILES = [H]/N=C\C/C(=N/C)N/N=[NH+]/C

```
! wB97M-V def2-TZVPD RIJCOSX def2/J DEFGRID3
* xyz 1 1
H 0.91135 -3.67863 0.45722
N 0.34776 -3.39712 -0.29162
C -0.46445 -2.47496 -0.46306
C -1.06279 -1.60688 0.64469
C -1.34260 -0.19475 0.29259
N -2.48575 0.23198 0.05080
C -3.09366 1.47878 -0.27645
N -0.22807 0.70237 0.19385
N 0.95751 0.20412 0.10142
N 1.95603 1.00062 -0.04013
C 3.26666 0.52308 0.02463
H -0.75580 -2.22656 -1.55150
H -1.97320 -2.01306 0.68284
H -0.38022 -1.60885 1.46702
H -3.74016 1.84403 0.69351
H -3.68143 1.22802 -1.05182
H -2.35426 2.41503 -0.37252
H -0.26418 1.68308 0.13216
H 1.91902 1.95532 -0.22826
H 3.75844 0.21140 -0.84786
H 4.04450 1.19696 0.52992
H 3.41731 -0.45042 0.55425
*
```

***

Of them, *two* has the lowest stability.

***

*one*
Below is the ion C3H8S2 with charge +1, with properties calculated with ωB97M-V with the def2-TZVPD basis set.

Values from the calculation:
- molecular weight (g mol⁻¹) = 108.2
- HOMO-LUMO gap (alpha / beta) (Eh) = 0.35795 / 0.24481

```
! wB97M-V def2-TZVPD RIJCOSX def2/J DEFGRID3
* xyz 1 2
C 0.38581 -0.61515 0.72332
C 1.48452 0.37249 1.27094
C -0.32776 -0.01432 -0.46731
S -1.82135 -0.99618 -0.98740
S -2.35348 -0.06385 -2.85895
H 0.88850 -1.59690 0.49298
H -0.43405 -0.82639 1.38087
H 2.20383 0.60115 0.43533
H 2.13429 0.10056 1.99150
H 0.92454 1.29777 1.60023
H -0.75899 0.99684 -0.24360
H 0.39179 -0.01760 -1.37934
H -2.71765 0.76158 -1.95856
*
```

***

*two*
Below is a cluster of 2 separate species, C3H8S2 in total, with properties calculated with ωB97M-V with the def2-TZVPD basis set.

Values from the calculation:
- molecular weight (g mol⁻¹) = 108.2
- HOMO-LUMO gap (alpha / beta) (Eh) = 0.24293 / 0.13221

```
! wB97M-V def2-TZVPD RIJCOSX def2/J DEFGRID3
* xyz 1 2
S -1.98675 -1.01201 2.18031
S -0.72879 -2.33706 1.18659
H -1.00932 -0.17307 2.42487
H -1.30706 -3.47317 1.60266
C 0.24839 -0.14060 -1.42087
C 0.38856 1.24395 -0.95766
C 1.29432 1.72746 -0.03596
H -0.75732 -0.39889 -1.04260
H 0.11603 -0.30240 -2.49516
H 1.05122 -0.81757 -1.14695
H -0.49324 1.87375 -1.11284
H 0.81435 2.21738 0.81247
H 2.36963 1.59222 0.00517
*
```

***

Of them, *two* has the lowest stability.